{"formula": "C16H19NO3", "method": "the ωB97M-V functional and the def2-TZVPD basis", "symbols": ["C", "C", "C", "C", "C", "C", "C", "C", "O", "C", "C", "C", "C", "C", "N", "O", "C", "C", "C", "O", "H", "H", "H", "H", "H", "H", "H", "H", "H", "H", "H", "H", "H", "H", "H", "H", "H", "H", "H"], "positions_angstrom": [[3.405, 0.179, -2.556], [2.589, -1.017, -2.253], [2.904, -2.144, -3.011], [2.141, -3.312, -2.873], [1.042, -3.344, -1.990], [0.691, -2.175, -1.293], [1.479, -0.993, -1.374], [1.019, 0.185, -0.619], [1.732, 1.152, -0.383], [-0.381, 0.216, -0.067], [-0.657, 1.191, 1.098], [-0.477, 2.703, 0.969], [-1.251, 3.247, 2.147], [-2.099, 2.095, 2.638], [-2.053, 1.117, 1.548], [-2.956, 1.340, 0.701], [-2.372, -0.216, 2.050], [-2.073, -1.278, 0.972], [-0.628, -1.179, 0.488], [-0.410, -2.262, -0.465], [4.105, 0.412, -1.752], [3.945, 0.045, -3.486], [2.722, 1.010, -2.744], [3.745, -2.077, -3.705], [2.384, -4.172, -3.430], [0.470, -4.213, -1.857], [-1.100, 0.360, -0.904], [-0.049, 0.838, 1.933], [0.605, 2.948, 1.038], [-0.846, 3.081, 0.005], [-0.594, 3.634, 2.937], [-1.906, 4.057, 1.810], [-1.744, 1.707, 3.616], [-3.151, 2.457, 2.806], [-1.848, -0.443, 2.955], [-3.461, -0.341, 2.272], [-2.787, -1.237, 0.142], [-2.237, -2.284, 1.368], [0.104, -1.285, 1.270]], "nbo_charge": [-0.633, 0.066, -0.252, -0.140, -0.288, 0.365, -0.211, 0.569, -0.555, -0.357, -0.031, -0.403, -0.431, -0.228, 0.058, -0.734, -0.212, -0.418, 0.117, -0.493, 0.235, 0.207, 0.230, 0.215, 0.212, 0.226, 0.266, 0.200, 0.240, 0.232, 0.214, 0.226, 0.200, 0.244, 0.186, 0.241, 0.243, 0.224, 0.170], "e_tot_ha": -901.4722, "relative_energy_kcal_mol": 92.6, "charge": 0, "spin_multiplicity": 1, "homo_energy_ha": -0.311, "orbital_gap_ev": 8.7, "smiles": "Cc1cccc2c1C(=O)[C@@H]1[C@H]3CCC[N@+]3([O-])CC[C@H]1O2"}


{"formula": "C34H32Cl2N6O2PRbSSbSe4", "method": "the ωB97M-V functional and the def2-TZVPD basis", "symbols": ["Rb", "C", "C", "C", "C", "N", "C", "C", "C", "C", "C", "C", "N", "C", "C", "C", "C", "C", "N", "H", "H", "H", "H", "H", "H", "H", "H", "H", "H", "H", "Cl", "C", "C", "C", "Cl", "C", "O", "C", "C", "O", "C", "H", "H", "H", "C", "N", "C", "C", "N", "C", "S", "C", "C", "C", "C", "C", "N", "H", "H", "H", "H", "H", "H", "H", "H", "H", "Se", "Sb", "Se", "Se", "Se", "C", "P", "C", "C", "H", "H", "H", "H", "H", "H", "H", "H", "H"], "positions_angstrom": [[-0.305, 0.294, -0.340], [-3.262, -1.909, -3.363], [-2.457, -2.841, -3.995], [-1.549, -3.562, -3.238], [-1.483, -3.325, -1.871], [-2.241, -2.418, -1.256], [-3.108, -1.729, -1.996], [-0.487, -4.044, -1.030], [-0.256, -5.406, -1.174], [0.748, -5.991, -0.422], [1.505, -5.194, 0.417], [1.195, -3.843, 0.490], [0.200, -3.281, -0.184], [2.038, -2.944, 1.318], [2.375, -3.285, 2.611], [3.203, -2.462, 3.356], [3.657, -1.289, 2.797], [3.259, -0.965, 1.517], [2.474, -1.781, 0.796], [-3.976, -1.308, -3.910], [-2.518, -2.989, -5.066], [-0.872, -4.272, -3.694], [-3.694, -0.981, -1.471], [-0.847, -5.986, -1.870], [0.965, -7.047, -0.518], [2.363, -5.585, 0.945], [1.988, -4.208, 3.017], [3.490, -2.742, 4.361], [4.330, -0.620, 3.313], [3.605, -0.079, 1.004], [-4.900, 2.830, -6.297], [-4.132, 2.342, -4.800], [-4.789, 2.574, -3.585], [-4.207, 2.210, -2.403], [-5.069, 2.499, -0.914], [-2.904, 1.595, -2.313], [-2.375, 1.306, -1.210], [-2.299, 1.343, -3.594], [-1.043, 0.613, -3.744], [-0.378, 0.106, -2.860], [-2.909, 1.732, -4.797], [-5.765, 3.041, -3.582], [-0.708, 0.507, -4.796], [-2.397, 1.529, -5.731], [2.354, 2.251, 4.768], [1.028, 2.317, 4.185], [0.427, 3.480, 3.732], [-0.777, 3.144, 3.243], [-0.900, 1.766, 3.388], [0.212, 1.238, 3.993], [0.479, -0.337, 4.477], [-2.035, 1.049, 2.897], [-3.305, 1.535, 3.165], [-4.374, 0.877, 2.582], [-4.133, -0.219, 1.770], [-2.821, -0.612, 1.565], [-1.784, 0.011, 2.131], [2.380, 2.793, 5.714], [3.083, 2.672, 4.078], [2.578, 1.203, 4.950], [0.916, 4.436, 3.785], [-1.529, 3.733, 2.751], [-3.450, 2.393, 3.807], [-5.384, 1.228, 2.750], [-4.938, -0.741, 1.272], [-2.574, -1.429, 0.890], [6.048, -0.021, -0.384], [5.087, -1.963, -1.463], [4.918, -2.046, -3.843], [5.044, -3.997, -0.182], [2.384, -1.346, -1.109], [1.636, 4.599, -0.664], [1.941, 2.834, -0.242], [3.119, 2.423, -1.585], [3.109, 3.065, 1.161], [2.574, 5.142, -0.804], [1.054, 5.086, 0.121], [1.058, 4.659, -1.588], [3.979, 3.097, -1.577], [2.611, 2.509, -2.548], [3.493, 1.404, -1.484], [4.019, 3.585, 0.853], [3.399, 2.101, 1.581], [2.612, 3.644, 1.943]], "lowdin_charge": [0.714, -0.055, -0.052, -0.004, -0.223, 0.123, -0.126, -0.212, -0.005, -0.036, -0.018, -0.255, 0.151, -0.244, -0.010, -0.053, -0.046, -0.188, -0.297, 0.110, 0.110, 0.119, 0.106, 0.114, 0.111, 0.104, 0.125, 0.118, 0.120, 0.019, 0.607, -0.680, -0.144, -0.572, 0.665, -0.454, -0.277, -0.136, -0.228, -0.169, -0.089, 0.100, 0.128, 0.110, -0.034, -0.121, -0.064, -0.035, -0.004, -0.754, 0.624, -0.294, 0.004, -0.059, -0.050, -0.138, 0.065, 0.093, 0.077, 0.044, 0.122, 0.127, 0.116, 0.110, 0.109, 0.087, -0.173, -0.255, -0.226, -0.151, 0.543, -0.311, 0.758, -0.308, -0.299, 0.039, 0.024, 0.034, 0.045, 0.044, -0.041, 0.048, 0.016, 0.007], "e_tot_ha": -13324.0296, "relative_energy_kcal_mol": 29.0, "charge": -1, "spin_multiplicity": 1, "homo_energy_ha": -0.160, "orbital_gap_ev": 6.0}


{"formula": "C33H97N17O12", "method": "the ωB97M-V functional and the def2-TZVPD basis", "symbols": ["C", "O", "C", "C", "C", "N", "H", "H", "H", "H", "H", "H", "H", "H", "H", "H", "H", "C", "O", "C", "C", "C", "N", "H", "H", "H", "H", "H", "H", "H", "H", "H", "H", "H", "C", "O", "C", "C", "C", "N", "H", "H", "H", "H", "H", "H", "H", "H", "H", "H", "H", "C", "O", "C", "C", "C", "N", "H", "H", "H", "H", "H", "H", "H", "H", "H", "H", "H", "C", "O", "C", "C", "C", "N", "H", "H", "H", "H", "H", "H", "H", "H", "H", "H", "H", "C", "O", "C", "C", "C", "N", "H", "H", "H", "H", "H", "H", "H", "H", "H", "H", "H", "C", "O", "C", "C", "C", "N", "H", "H", "H", "H", "H", "H", "H", "H", "H", "H", "H", "N", "C", "N", "O", "H", "H", "H", "H", "N", "C", "N", "O", "H", "H", "H", "H", "N", "C", "N", "O", "H", "H", "H", "H", "N", "C", "N", "O", "H", "H", "H", "H", "N", "C", "N", "O", "H", "H", "H", "H"], "positions_angstrom": [[-1.980, 4.002, 2.228], [-3.202, 4.272, 3.031], [-3.378, 3.375, 4.156], [-4.418, 3.972, 5.061], [-4.696, 3.027, 6.229], [-5.731, 4.200, 4.421], [-1.123, 4.406, 2.784], [-2.119, 4.461, 1.234], [-1.849, 2.916, 2.142], [-3.651, 2.340, 3.825], [-2.405, 3.286, 4.678], [-4.064, 4.922, 5.492], [-5.229, 2.174, 5.879], [-5.315, 3.513, 7.019], [-3.794, 2.646, 6.647], [-5.622, 4.933, 3.742], [-5.999, 3.390, 3.854], [2.297, 3.358, -1.686], [3.452, 4.135, -1.359], [4.590, 3.783, -2.152], [5.552, 4.982, -2.220], [6.903, 4.377, -2.587], [5.698, 5.848, -1.096], [2.402, 2.312, -1.274], [2.131, 3.426, -2.773], [1.420, 3.840, -1.255], [5.102, 2.837, -1.724], [4.304, 3.555, -3.157], [5.234, 5.599, -3.041], [7.293, 3.825, -1.764], [7.673, 5.070, -2.921], [6.757, 3.591, -3.337], [5.913, 5.295, -0.260], [4.732, 6.192, -0.791], [-0.682, -3.634, 1.499], [-0.469, -4.597, 2.577], [0.889, -4.920, 2.580], [1.036, -6.069, 3.560], [0.458, -5.737, 4.930], [2.436, -6.557, 3.621], [0.093, -2.815, 1.535], [-1.684, -3.225, 1.547], [-0.677, -4.076, 0.457], [1.182, -5.185, 1.545], [1.523, -3.995, 2.747], [0.456, -6.882, 3.099], [0.593, -6.552, 5.667], [-0.601, -5.613, 4.747], [0.873, -4.756, 5.312], [2.938, -6.032, 4.336], [2.466, -7.558, 3.961], [3.809, -1.466, -0.954], [4.790, -1.416, -1.978], [5.780, -0.403, -1.688], [6.951, -0.555, -2.730], [8.109, 0.433, -2.446], [6.402, -0.358, -4.061], [3.342, -0.495, -0.783], [4.184, -1.861, 0.004], [2.946, -2.072, -1.285], [5.299, 0.555, -1.802], [6.165, -0.519, -0.715], [7.332, -1.621, -2.692], [8.737, 0.270, -1.555], [7.784, 1.443, -2.479], [8.712, 0.293, -3.318], [5.777, -1.087, -4.351], [7.141, -0.355, -4.811], [-1.726, -0.276, 8.737], [-2.624, -0.297, 7.603], [-2.039, -0.656, 6.417], [-3.118, -0.412, 5.363], [-4.411, -1.235, 5.458], [-2.457, -0.482, 4.056], [-2.308, 0.188, 9.559], [-0.948, 0.391, 8.508], [-1.417, -1.300, 9.016], [-1.156, -0.011, 6.223], [-1.795, -1.689, 6.351], [-3.383, 0.662, 5.491], [-4.934, -0.905, 6.409], [-4.220, -2.285, 5.584], [-5.110, -0.989, 4.640], [-2.458, -1.424, 3.762], [-1.487, -0.288, 4.151], [-1.872, -1.804, -2.727], [-3.013, -2.504, -3.203], [-2.685, -3.726, -3.904], [-3.554, -4.028, -5.122], [-5.028, -3.925, -4.742], [-3.212, -5.442, -5.437], [-1.382, -2.399, -1.907], [-2.368, -0.873, -2.398], [-1.190, -1.605, -3.551], [-1.644, -3.713, -4.137], [-2.880, -4.602, -3.212], [-3.253, -3.424, -6.005], [-5.196, -2.876, -4.494], [-5.147, -4.539, -3.831], [-5.742, -4.278, -5.459], [-2.238, -5.589, -5.305], [-3.456, -5.652, -6.403], [-2.229, 3.440, -5.873], [-1.674, 2.281, -5.314], [-2.435, 1.633, -4.283], [-2.583, 2.384, -2.982], [-1.215, 2.818, -2.479], [-3.292, 1.592, -2.035], [-2.523, 4.118, -5.023], [-3.128, 3.221, -6.487], [-1.465, 3.863, -6.472], [-3.433, 1.416, -4.681], [-1.982, 0.654, -4.141], [-3.220, 3.255, -3.098], [-0.538, 1.972, -2.283], [-1.369, 3.307, -1.472], [-0.722, 3.447, -3.220], [-3.986, 0.932, -2.517], [-2.683, 0.967, -1.507], [0.984, -3.149, -4.512], [0.658, -4.341, -3.944], [0.782, -4.383, -2.575], [0.255, -5.345, -4.582], [1.277, -2.259, -4.110], [0.966, -3.179, -5.525], [0.509, -5.201, -2.207], [1.453, -3.780, -2.128], [0.126, -0.288, -0.567], [0.612, 0.333, 0.561], [-0.173, 0.214, 1.671], [1.703, 0.954, 0.441], [0.801, -0.515, -1.284], [-0.687, -0.921, -0.509], [-0.995, -0.335, 1.620], [0.085, 0.711, 2.515], [1.372, 1.521, -4.596], [1.810, 0.399, -3.911], [3.134, 0.561, -3.568], [1.046, -0.553, -3.594], [1.873, 2.357, -4.918], [0.420, 1.632, -4.940], [3.597, 1.294, -4.062], [3.690, -0.207, -3.218], [2.386, 2.569, 2.849], [1.402, 2.689, 3.778], [1.539, 3.790, 4.610], [0.417, 1.936, 3.894], [3.119, 3.264, 2.980], [2.256, 1.973, 2.019], [0.744, 3.951, 5.221], [2.100, 4.555, 4.373], [-4.315, -1.310, -0.781], [-3.572, -0.924, 0.281], [-4.191, -0.114, 1.207], [-2.421, -1.409, 0.457], [-5.305, -1.070, -0.848], [-3.958, -1.883, -1.574], [-3.600, 0.270, 1.948], [-4.938, 0.436, 0.804]], "lowdin_charge": [-0.055, -0.218, -0.216, -0.435, -0.075, 0.038, 0.075, 0.083, 0.067, 0.122, 0.124, 0.145, 0.057, 0.095, 0.055, 0.056, 0.076, -0.102, -0.200, -0.204, -0.465, -0.077, 0.029, 0.083, 0.064, 0.080, 0.136, 0.095, 0.130, 0.057, 0.081, 0.074, 0.077, 0.105, -0.089, -0.195, -0.264, -0.444, -0.071, 0.012, 0.090, 0.052, 0.094, 0.119, 0.136, 0.141, 0.080, 0.061, 0.099, 0.059, 0.090, -0.106, -0.222, -0.166, -0.409, -0.043, 0.019, 0.062, 0.102, 0.077, 0.094, 0.110, 0.148, 0.091, 0.040, 0.060, 0.061, 0.098, -0.064, -0.194, -0.245, -0.417, -0.037, 0.064, 0.096, 0.061, 0.096, 0.135, 0.120, 0.104, 0.096, 0.067, 0.079, 0.059, 0.040, -0.118, -0.232, -0.178, -0.419, -0.063, 0.033, 0.098, 0.056, 0.069, 0.074, 0.153, 0.141, 0.068, 0.088, 0.063, 0.033, 0.075, -0.102, -0.228, -0.184, -0.482, -0.048, 0.037, 0.099, 0.098, 0.074, 0.127, 0.113, 0.125, 0.068, 0.096, 0.072, 0.103, 0.048, 0.165, -0.659, 0.183, -0.019, 0.048, 0.113, 0.051, 0.089, 0.175, -0.589, 0.198, -0.058, 0.064, 0.052, 0.038, 0.047, 0.156, -0.555, 0.194, -0.046, 0.111, 0.078, 0.085, 0.063, 0.174, -0.630, 0.145, -0.032, 0.105, 0.074, 0.105, 0.069, 0.168, -0.617, 0.170, -0.063, 0.116, 0.095, 0.076, 0.097], "e_tot_ha": -3149.3156, "relative_energy_kcal_mol": 31.4, "charge": 0, "spin_multiplicity": 1, "homo_energy_ha": -0.327, "orbital_gap_ev": 9.3, "smiles": "COC[C@H](C)N.COC[C@H](C)N.COC[C@H](C)N.COC[C@H](C)N.COC[C@H](C)N.COC[C@H](C)N.COC[C@H](C)N.NC(N)=O.NC(N)=O.NC(N)=O.NC(N)=O.NC(N)=O"}


What is the formula in the third record?
C33H97N17O12